(1)
A 2-piece molecular cluster, C6H13NO2 overall at a distorted geometry, computed with ωB97M-V/def2-TZVPD.

XYZ file:
```
22
C6H13NO2, DFT ωB97M-V/def2-TZVPD
C -1.218 -1.818 0.278
C -0.996 -0.494 -0.350
C -0.606 0.625 0.401
C -0.868 1.988 -0.202
N -0.831 0.604 1.807
H -0.384 -2.045 0.949
H -1.325 -2.608 -0.462
H -2.114 -1.758 0.904
H -1.205 -0.377 -1.404
H -1.847 2.361 0.104
H -0.124 2.703 0.150
H -0.833 1.962 -1.290
H -0.282 -0.135 2.238
H -0.559 1.483 2.228
C 1.491 -0.987 -1.191
C 1.383 -0.015 0.194
O 1.674 -0.575 1.242
O 2.015 1.176 -0.127
H 2.574 -0.965 -1.313
H 1.034 -0.540 -2.074
H 1.194 -2.022 -1.047
H 1.827 1.436 -1.036
```

Results
Energy relative to the best compared isomer or geometry (same formula, charge and spin) in kcal per mole: 67.5
E_LUMO in eV: 0.27
Frontier orbital gap in hartree: 0.311
HOMO level in eV: -8.20
Total energy in eV: -12015.798
SMILES: C/C=C(/C)N.CC(=O)O

Here are the Mulliken charges for atoms 1 to 4, given in e: -1.406, -0.469, 1.099, -1.809

---

(2)
C11H13ClIn as an isolated structure at a distorted geometry, computed with ωB97M-V/def2-TZVPD.

XYZ file:
```
26
C11H13ClIn, DFT ωB97M-V/def2-TZVPD
C -0.978 -3.502 1.025
C -1.536 -2.295 0.490
C -1.408 -1.280 1.485
H -1.799 -2.137 -0.553
C -0.759 -1.866 2.625
C -0.493 -3.236 2.330
H 0.132 -3.926 2.918
H -0.775 -4.388 0.425
H -1.638 -0.235 1.306
H -0.425 -1.330 3.527
In 0.974 0.115 -1.031
Cl 0.620 -2.351 -1.265
C 1.007 2.216 -2.151
C 0.703 2.939 -0.938
C -0.689 3.025 -0.817
H 1.454 3.364 -0.285
C -1.282 2.392 -1.944
C -0.263 1.901 -2.775
H -0.362 1.436 -3.740
H 1.987 2.073 -2.584
H -1.222 3.541 -0.029
H -2.340 2.347 -2.159
C 2.105 0.272 0.822
H 3.081 0.745 0.622
H 2.269 -0.743 1.178
H 1.637 0.923 1.516
```

Results
E_LUMO in eV: 2.01
Frontier orbital gap in hartree: 0.161
HOMO level in eV: -2.37
Total charge: -1
Total energy in eV: -29312.229

Here are the Mulliken charges for atoms 1 to 4, given in e: -0.589, -0.890, -0.708, 0.693